Molecular formula: C20H30N2O8
Method: DFT, the ωB97M-V functional and the def2-TZVPD basis

Values from the calculation:
charge: 0
frontier orbital gap: 8.43 eV
energy relative to the best compared isomer or geometry (same formula, charge and spin): 10.452 eV
E_HOMO: -9.175 eV
electronic energy: -1491.1358 a.u.

Structure (XYZ):
```
60
C20H30N2O8 | the OMol25 dataset | the ωB97M-V functional and the def2-TZVPD basis
C 7.47 7.70 -2.79
C 6.71 7.04 -3.78
C 5.26 7.05 -3.65
C 4.69 7.66 -2.53
C 5.52 8.29 -1.55
C 6.91 8.29 -1.66
N 3.24 7.77 -2.37
O 2.77 8.17 -1.30
O 2.46 7.40 -3.26
H 8.55 7.81 -2.83
H 7.31 6.42 -4.44
H 4.70 6.48 -4.37
H 5.01 8.82 -0.76
H 7.58 8.73 -0.93
C -7.33 -4.49 4.38
C -8.76 -4.42 4.13
C -9.23 -3.80 2.95
C -8.40 -3.28 2.01
C -7.03 -3.22 2.35
C -6.51 -3.88 3.50
N -8.95 -2.76 0.71
O -10.10 -3.10 0.40
O -8.25 -2.00 0.00
H -6.83 -4.86 5.26
H -9.46 -4.86 4.82
H -10.30 -3.73 2.80
H -6.29 -2.74 1.72
H -5.48 -4.08 3.75
C -1.19 -0.20 -3.09
O -0.01 -0.13 -2.38
C 0.94 0.78 -2.87
C 2.03 1.39 -1.92
O 2.96 0.42 -1.41
C 3.88 -0.26 -2.25
H -1.84 -0.95 -2.65
H -0.86 -0.58 -4.06
H -1.87 0.64 -3.28
H 0.38 1.66 -3.20
H 1.40 0.44 -3.80
H 1.54 1.85 -1.06
H 2.65 2.11 -2.45
H 4.38 0.51 -2.84
H 3.33 -0.97 -2.86
H 4.58 -0.86 -1.67
C -0.48 -5.17 1.08
O 0.77 -5.50 1.44
C 1.34 -4.86 2.58
C 1.78 -3.49 2.14
O 2.02 -2.82 3.34
C 0.89 -2.21 3.97
H -0.43 -4.68 0.10
H -0.84 -4.33 1.67
H -1.08 -6.08 1.14
H 2.22 -5.47 2.78
H 0.71 -4.95 3.47
H 1.02 -2.97 1.56
H 2.75 -3.57 1.65
H -0.03 -2.75 3.74
H 0.80 -1.21 3.54
H 1.04 -2.22 5.04
```


Molecular formula: C20H30N4O4
Method: DFT, the ωB97M-V functional and the def2-TZVPD basis

Values from the calculation:
charge: 0
frontier orbital gap: 8.24 eV
energy relative to the best compared isomer or geometry (same formula, charge and spin): 2.906 eV
E_HOMO: -7.599 eV
electronic energy: -1300.0614 a.u.

Structure (XYZ):
```
58
C20H30N4O4 | the OMol25 dataset | the ωB97M-V functional and the def2-TZVPD basis
C -4.62 -2.79 6.66
O -3.70 -2.04 5.91
C -3.39 -2.51 4.66
C -3.91 -3.67 4.10
C -3.54 -4.05 2.82
C -2.64 -3.30 2.06
N -2.29 -3.71 0.79
C -2.10 -2.14 2.64
C -1.12 -1.30 1.88
O -1.11 -1.26 0.65
N -0.22 -0.62 2.62
C 0.72 0.34 2.07
C 0.07 1.39 1.17
C 1.09 2.34 0.59
O 1.78 2.95 1.66
C 1.96 1.69 -0.53
N 1.18 2.48 -1.49
C 1.18 2.58 -2.84
O 0.75 3.57 -3.40
C 1.77 1.38 -3.58
N 3.21 1.40 -3.36
C 3.83 2.59 -3.93
C 3.92 0.20 -3.77
C 0.96 0.10 -3.24
C 0.06 0.40 -4.46
C 1.18 1.30 -5.02
C 0.50 3.28 -0.49
C -2.49 -1.76 3.92
H -4.74 -2.26 7.61
H -5.59 -2.86 6.17
H -4.25 -3.80 6.87
H -4.61 -4.29 4.64
H -3.95 -4.96 2.40
H -1.88 -3.00 0.21
H -2.93 -4.35 0.34
H -0.19 -0.81 3.61
H 1.23 0.83 2.90
H 1.50 -0.19 1.51
H -0.46 0.90 0.35
H -0.66 1.96 1.74
H 2.41 3.59 1.30
H 3.01 1.97 -0.52
H 1.86 0.61 -0.64
H 4.89 2.59 -3.70
H 3.71 2.64 -5.03
H 3.39 3.49 -3.51
H 4.98 0.34 -3.56
H 3.58 -0.66 -3.21
H 3.82 -0.02 -4.85
H 1.53 -0.82 -3.39
H 0.49 0.05 -2.26
H -0.23 -0.45 -5.06
H -0.83 0.97 -4.18
H 0.90 2.24 -5.48
H 1.84 0.74 -5.69
H -0.59 3.26 -0.59
H 0.85 4.31 -0.43
H -2.13 -0.85 4.37
```


Molecular formula: C20H30N6O
Method: DFT, the ωB97M-V functional and the def2-TZVPD basis

Values from the calculation:
charge: 0
frontier orbital gap: 8.88 eV
energy relative to the best compared isomer or geometry (same formula, charge and spin): 0.212 eV
E_HOMO: -8.253 eV
electronic energy: -1183.8841 a.u.

Structure (XYZ):
```
57
C20H30N6O | the OMol25 dataset | the ωB97M-V functional and the def2-TZVPD basis
C -2.34 -1.27 -1.79
H -2.97 -0.46 -2.17
H -1.31 -0.92 -1.72
H -2.38 -2.08 -2.51
C -2.86 -1.75 -0.44
C -4.29 -2.26 -0.56
H -4.94 -1.48 -0.94
H -4.67 -2.57 0.41
H -4.33 -3.11 -1.24
H -2.85 -0.90 0.26
C -1.94 -2.84 0.14
C -0.57 -2.32 0.47
C 0.53 -2.63 -0.32
C 1.80 -2.17 0.01
C 1.99 -1.36 1.13
C 0.88 -1.03 1.90
C -0.38 -1.51 1.58
H -1.22 -1.27 2.22
H 1.01 -0.41 2.78
C 3.38 -0.90 1.53
N 4.01 0.17 0.80
C 4.48 -0.06 -0.54
C 3.49 0.39 -1.62
C 3.19 1.87 -1.43
H 2.47 2.22 -2.17
C 2.65 2.14 -0.03
N 1.30 1.63 0.11
C 0.22 2.44 0.13
O 0.29 3.65 0.09
C -1.10 1.70 0.18
C -2.21 2.60 0.73
N -3.49 2.00 0.56
C -4.37 2.08 -0.47
N -5.38 1.29 -0.21
N -5.12 0.73 0.97
N -4.01 1.13 1.43
H -4.25 2.70 -1.33
H -2.05 2.78 1.80
H -2.18 3.56 0.21
H -1.35 1.40 -0.84
H -1.01 0.79 0.79
H 1.18 0.63 0.17
C 3.59 1.53 1.03
H 3.13 1.61 2.02
H 4.50 2.16 1.04
H 2.57 3.22 0.14
H 4.11 2.45 -1.57
H 3.93 0.22 -2.61
H 2.57 -0.19 -1.56
H 4.71 -1.12 -0.65
H 5.41 0.50 -0.67
H 4.05 -1.76 1.46
H 3.35 -0.60 2.58
H 2.64 -2.47 -0.59
H 0.41 -3.26 -1.18
H -1.86 -3.65 -0.58
H -2.40 -3.23 1.05
```


Molecular formula: C20H31BNO2Zn
Method: DFT, the ωB97M-V functional and the def2-TZVPD basis

Values from the calculation:
charge: -1
frontier orbital gap (spin up / spin down): 3.36 / 3.36 eV
E_HOMO (spin up / spin down): -0.990 / -0.989 eV
electronic energy: -2789.7645 a.u.

Structure (XYZ):
```
56
C20H31BNO2Zn | the OMol25 dataset | the ωB97M-V functional and the def2-TZVPD basis
O -3.70 -3.72 -3.61
C -2.66 -2.72 -3.32
C -3.23 -2.45 -1.92
H -2.70 -1.88 -4.03
H -1.67 -3.21 -3.33
C -4.22 -3.60 -2.26
H -3.71 -1.47 -1.77
H -2.58 -2.69 -1.08
C -5.69 -3.22 -2.22
H -5.87 -2.31 -2.80
H -5.96 -3.04 -1.17
H -6.31 -4.05 -2.58
C -3.98 -4.83 -1.40
H -2.91 -4.92 -1.19
H -4.36 -5.73 -1.89
H -4.54 -4.67 -0.46
Zn -3.03 1.45 -1.77
C -0.90 1.21 1.99
C -0.35 2.34 1.29
C -1.22 2.67 0.24
H 0.56 2.86 1.56
C -2.28 1.67 0.17
C -2.09 0.84 1.36
H -2.80 0.07 1.68
H -0.45 0.75 2.87
H -1.16 3.54 -0.42
H -3.38 1.88 -0.15
C 2.27 -0.40 -0.08
C 0.86 -0.90 0.12
C 0.15 -0.77 -1.05
H 0.50 -1.20 1.09
C 1.01 -0.19 -2.07
C 2.26 -0.02 -1.55
H 3.15 0.40 -2.02
H 3.05 -1.11 0.22
H -0.89 -1.00 -1.20
H 0.69 -0.01 -3.10
O -3.41 1.23 -3.50
C -4.69 0.45 -3.82
C -5.03 0.80 -5.25
H -5.46 0.76 -3.09
H -4.43 -0.60 -3.68
C -3.89 1.64 -5.85
H -5.97 1.36 -5.26
H -5.18 -0.12 -5.82
C -2.82 1.80 -4.78
H -4.27 2.62 -6.18
H -3.46 1.15 -6.73
H -2.56 2.84 -4.58
H -1.94 1.19 -4.97
B 3.62 1.65 3.06
C 2.96 1.23 1.77
N 2.47 0.90 0.74
H 3.34 0.77 3.87
H 3.22 2.74 3.43
H 4.81 1.68 2.82
```


Molecular formula: C20H31Br2N3OS
Method: DFT, the ωB97M-V functional and the def2-TZVPD basis

Values from the calculation:
charge: 0
frontier orbital gap: 7.31 eV
energy relative to the best compared isomer or geometry (same formula, charge and spin): 0.000 eV
E_HOMO: -7.967 eV
electronic energy: -6566.3621 a.u.

Structure (XYZ):
```
58
C20H31Br2N3OS | the OMol25 dataset | the ωB97M-V functional and the def2-TZVPD basis
C 3.14 -6.06 0.39
O 2.50 -5.94 -0.84
C 3.29 -5.26 -1.81
C 3.05 -3.75 -1.73
C 1.78 -3.34 -2.45
C 1.24 -1.94 -2.09
C 0.85 -1.84 -0.62
C -0.09 -2.81 -0.16
C -0.53 -2.85 1.13
C -0.03 -1.86 2.02
N -0.38 -1.76 3.30
S 0.42 -0.47 3.86
N 1.20 -0.02 2.54
C 0.86 -0.87 1.57
C 1.32 -0.87 0.21
C 2.20 0.25 -0.17
Br 1.21 1.84 -0.60
C 3.52 0.27 -0.18
C 4.37 -0.88 0.24
Br 4.53 1.80 -0.66
H 2.47 -6.53 1.10
H 3.44 -5.10 0.82
H 4.03 -6.70 0.33
H 4.34 -5.42 -1.56
H 3.08 -5.64 -2.80
H 3.02 -3.49 -0.67
H 3.89 -3.27 -2.23
H 1.00 -4.08 -2.32
H 1.98 -3.30 -3.52
H 0.33 -1.82 -2.67
H 1.97 -1.17 -2.31
H -0.47 -3.56 -0.84
H -1.23 -3.60 1.46
H 5.26 -0.48 0.73
H 4.73 -1.41 -0.64
H 3.86 -1.54 0.93
C -5.88 4.74 0.72
C -4.57 4.19 1.26
N -3.77 3.55 0.24
C -2.67 2.75 0.77
C -1.57 3.47 1.55
C -3.45 4.37 -0.92
C -2.72 5.70 -0.68
H -6.44 3.97 0.19
H -6.50 5.09 1.55
H -5.73 5.59 0.06
H -4.81 3.43 2.02
H -4.03 4.99 1.78
H -2.22 2.19 -0.05
H -3.11 2.00 1.43
H -0.91 4.04 0.89
H -0.94 2.73 2.06
H -1.96 4.14 2.31
H -4.38 4.59 -1.44
H -2.87 3.76 -1.62
H -3.17 6.28 0.13
H -2.77 6.31 -1.58
H -1.67 5.56 -0.45
```


Molecular formula: C20H31FIN4O6
Method: DFT, the ωB97M-V functional and the def2-TZVPD basis

Values from the calculation:
charge: +1
frontier orbital gap: 8.62 eV
E_HOMO: -11.366 eV
electronic energy: -1848.4326 a.u.

Structure (XYZ):
```
63
C20H31FIN4O6 | the OMol25 dataset | the ωB97M-V functional and the def2-TZVPD basis
C 1.48 -0.98 1.24
C 1.01 -0.83 2.68
O 1.77 -0.93 3.59
N -0.40 -0.54 3.03
C -0.56 0.93 2.93
N -1.30 -1.18 2.18
C -2.45 -0.61 1.72
C -3.13 -1.51 0.94
C -4.43 -1.30 0.21
C -5.63 -1.80 1.02
F -4.55 0.03 -0.08
N -2.33 -2.65 0.98
C -2.75 -3.85 0.27
C -2.07 -3.86 -1.14
O -2.73 -3.60 -2.09
I 0.02 -4.34 -1.28
C -1.24 -2.44 1.74
N -0.24 -3.35 2.02
C -0.60 -4.43 2.53
O -0.88 -5.49 2.83
H 0.72 -0.62 0.55
H 2.43 -0.47 1.13
H 1.66 -2.04 1.04
H -1.47 1.27 3.41
H 0.28 1.41 3.42
H -0.53 1.22 1.87
H -2.86 0.38 1.88
H -4.38 -1.84 -0.75
H -6.46 -1.98 0.34
H -5.87 -1.06 1.78
H -5.35 -2.75 1.49
H -3.82 -3.89 0.12
H -2.45 -4.78 0.76
C 4.87 -0.67 -1.90
C 3.51 -1.32 -1.93
O 2.61 -0.97 -1.18
C 3.31 -2.43 -2.93
H 4.88 0.11 -1.13
H 5.63 -1.41 -1.65
H 5.09 -0.22 -2.86
H 4.01 -3.24 -2.73
H 3.47 -2.05 -3.94
H 2.29 -2.81 -2.86
C 5.04 3.40 -3.05
C 5.88 2.60 -4.02
O 6.24 1.47 -3.76
C 6.24 3.26 -5.33
H 4.86 2.80 -2.16
H 5.57 4.31 -2.77
H 4.09 3.66 -3.51
H 6.82 4.17 -5.14
H 5.33 3.52 -5.88
H 6.84 2.58 -5.93
C -4.44 4.27 3.31
C -3.52 3.55 2.35
O -3.08 2.45 2.60
C -3.17 4.26 1.07
H -4.60 3.64 4.19
H -3.98 5.21 3.62
H -5.39 4.46 2.83
H -2.67 5.20 1.29
H -4.08 4.46 0.50
H -2.51 3.64 0.48
```


Look up the electronic energy of the sixth one. -1848.4326 a.u.